1.
Molecular formula: C26H72F3NaO24
Method: DFT, wB97M-V/def2-TZVPD

Summary:
lowest unoccupied orbital energy	-1.891	eV
HOMO energy	-6.579	eV
HOMO-LUMO gap	0.1723	hartree
charge	0

Cartesian coordinates (Å):
Na 4.461 1.872 5.168
C 1.543 0.035 1.879
O 0.273 0.313 2.481
O 2.371 -0.382 2.950
C 1.448 -0.559 0.425
F 1.068 0.260 -0.461
F 2.676 -0.995 0.078
F 0.567 -1.646 0.524
C -0.872 0.911 1.748
C -1.864 1.162 2.890
H -2.773 1.520 2.406
H -2.127 0.188 3.302
H -1.477 1.927 3.563
H -1.229 0.216 0.988
H -0.614 1.899 1.367
H 1.833 1.080 1.762
C 1.589 3.610 -7.670
C 1.500 2.175 -7.255
O 1.770 1.899 -5.823
O 0.389 4.276 -7.221
H 1.425 3.641 -8.747
H 2.526 4.043 -7.320
H 2.269 1.621 -7.794
H 0.608 1.655 -7.604
H 0.966 2.172 -5.376
H 0.248 5.156 -7.578
C 1.682 5.478 -0.311
C 1.508 6.127 -1.753
O 0.121 6.308 -2.096
O 1.375 6.384 0.719
H 2.704 5.100 -0.308
H 1.003 4.624 -0.310
H 2.020 5.558 -2.529
H 2.022 7.083 -1.846
H -0.149 5.579 -2.660
H 0.425 6.495 0.644
C 1.268 4.601 6.325
C 1.117 3.460 7.327
O 2.317 2.905 7.769
O 1.994 4.217 5.075
H 1.906 5.396 6.711
H 0.313 5.061 6.072
H 0.725 2.547 6.879
H 0.459 3.881 8.086
H 2.315 2.293 8.508
H 1.923 4.897 4.402
C 3.362 -4.650 -4.433
C 4.206 -5.918 -4.716
O 5.038 -5.998 -3.585
O 2.079 -5.158 -3.855
H 3.042 -4.102 -5.320
H 3.918 -3.930 -3.834
H 4.688 -5.668 -5.662
H 3.591 -6.801 -4.891
H 4.473 -6.225 -2.843
H 2.229 -5.184 -2.907
C 4.849 -5.089 1.225
C 3.601 -5.943 1.478
O 3.533 -6.746 0.295
O 5.183 -4.271 2.356
H 4.733 -4.680 0.221
H 5.766 -5.657 1.068
H 2.600 -5.512 1.495
H 3.654 -6.587 2.356
H 3.227 -7.613 0.569
H 4.618 -3.499 2.286
C -4.748 5.859 1.103
C -4.640 4.743 0.023
O -5.998 4.448 -0.598
O -5.339 5.377 2.349
H -5.436 6.623 0.741
H -3.895 6.509 1.293
H -4.210 3.811 0.390
H -4.038 4.963 -0.859
H -6.604 4.374 0.142
H -5.069 5.997 3.030
C -0.963 -3.779 4.351
C 0.263 -3.595 5.303
O 0.320 -2.207 5.820
O -1.514 -5.021 4.214
H -0.797 -3.302 3.386
H -1.758 -3.182 4.798
H 1.199 -3.962 4.881
H 0.167 -4.166 6.227
H 0.708 -1.699 5.104
H -2.428 -4.856 3.969
C -4.103 -2.639 -0.706
C -4.713 -4.055 -0.700
O -6.027 -4.300 -0.277
O -4.699 -1.907 -1.789
H -3.025 -2.728 -0.842
H -4.296 -2.070 0.203
H -4.082 -4.647 -0.037
H -4.757 -4.489 -1.699
H -6.626 -3.819 -0.854
H -5.573 -1.622 -1.512
C -6.413 -3.623 4.635
C -5.944 -2.927 5.931
O -5.759 -3.740 7.094
O -5.799 -4.917 4.576
H -6.133 -3.094 3.724
H -7.487 -3.776 4.524
H -6.725 -2.188 6.112
H -5.067 -2.350 5.636
H -6.038 -4.635 6.887
H -6.209 -5.348 3.823
C 7.220 0.086 -2.753
C 6.477 1.076 -3.613
O 5.891 0.631 -4.896
O 8.504 -0.238 -3.334
H 6.582 -0.795 -2.689
H 7.439 0.456 -1.751
H 7.229 1.851 -3.760
H 5.766 1.634 -3.003
H 4.942 0.500 -4.838
H 8.389 -0.709 -4.163
C -3.112 1.407 -5.776
C -2.786 2.010 -4.355
O -1.647 2.888 -4.401
O -3.384 2.393 -6.771
H -4.045 0.884 -5.568
H -2.382 0.644 -6.047
H -2.647 1.300 -3.540
H -3.693 2.559 -4.099
H -1.380 3.282 -5.235
H -3.122 3.273 -6.489

---

2.
Molecular formula: C26H72N4O10
Method: DFT, wB97M-V/def2-TZVPD

Summary:
lowest unoccupied orbital energy	-0.257	eV
SMILES	NC(N)=O.NC(N)=O.CC(C)O.CC(C)O.CC(C)O.CC(C)O.CC(C)O.CC(C)O.CC(C)O.CC(C)O
HOMO energy	-8.806	eV
HOMO-LUMO gap	0.3142	hartree
charge	0

Cartesian coordinates (Å):
C -0.506 1.506 4.084
O -0.933 0.341 4.597
N -1.418 2.343 3.607
N 0.761 1.835 3.882
H -2.379 2.083 3.776
H -1.257 3.294 3.413
H 1.509 1.307 4.354
H 1.202 2.809 3.731
C -0.218 1.063 0.548
O -0.294 0.533 -0.720
N -1.113 1.842 1.055
N 0.812 0.938 1.355
H -1.898 2.017 0.441
H -1.123 2.191 2.075
H 1.685 0.493 0.994
H 0.793 1.387 2.359
C 0.381 -2.244 -3.281
C 1.395 -2.669 -2.212
C 0.717 -3.410 -1.063
O 2.203 -3.520 -2.695
H 0.862 -1.954 -4.184
H -0.210 -1.374 -2.944
H -0.242 -3.107 -3.534
H 1.979 -1.800 -1.848
H -0.031 -4.177 -1.436
H 0.161 -2.705 -0.472
H 1.530 -3.848 -0.357
H 2.963 -3.032 -3.025
C 0.367 -1.831 2.559
C -0.007 -2.837 3.581
C 1.143 -3.803 3.865
O -0.352 -2.405 4.700
H 1.255 -1.414 2.881
H -0.376 -0.988 2.547
H 0.566 -2.263 1.596
H -0.881 -3.450 3.213
H 1.858 -3.381 4.640
H 1.674 -3.954 2.956
H 0.880 -4.808 4.176
H -0.758 -1.590 4.534
C -1.835 3.193 -1.789
C -3.184 3.656 -1.367
C -3.778 2.908 -0.165
O -3.266 4.847 -1.152
H -0.953 3.355 -1.208
H -1.665 3.682 -2.755
H -1.847 2.125 -2.017
H -3.931 3.377 -2.120
H -3.728 1.820 -0.251
H -4.807 3.120 -0.176
H -3.412 3.162 0.817
H -3.261 5.325 -2.013
C 1.277 3.100 -3.443
C 1.025 1.609 -3.528
C 1.765 1.179 -4.754
O 1.388 0.899 -2.576
H 1.129 3.671 -4.395
H 2.276 3.267 -3.089
H 0.590 3.549 -2.706
H -0.109 1.323 -3.477
H 2.815 1.246 -4.551
H 1.452 1.736 -5.674
H 1.485 0.209 -5.015
H 0.640 0.845 -1.941
C 4.285 -2.364 0.013
C 3.396 -1.380 0.717
C 3.932 -1.219 2.158
O 3.138 -0.294 0.168
H 4.433 -2.019 -0.960
H 3.833 -3.297 0.062
H 5.253 -2.403 0.393
H 2.364 -1.807 0.843
H 3.930 -1.954 2.956
H 3.357 -0.445 2.656
H 4.972 -0.949 2.018
H 3.412 -0.452 -0.746
C -4.659 -2.411 -2.595
C -3.627 -1.587 -3.265
C -2.771 -0.809 -2.273
O -2.917 -2.231 -4.058
H -5.541 -1.931 -2.224
H -4.252 -2.963 -1.702
H -5.083 -3.142 -3.366
H -4.265 -0.933 -3.935
H -2.195 -1.530 -1.654
H -3.394 -0.289 -1.547
H -2.170 -0.053 -2.692
H -2.429 -1.651 -4.627
C 4.062 2.493 1.995
C 3.292 3.443 1.010
C 3.455 3.081 -0.474
O 2.087 3.427 1.176
H 3.444 1.642 2.158
H 4.124 2.950 2.994
H 5.056 2.262 1.685
H 3.696 4.448 1.128
H 3.037 3.768 -1.221
H 2.964 2.151 -0.612
H 4.500 2.931 -0.755
H 1.786 2.546 1.267
C -3.146 -0.845 2.636
C -3.181 -1.280 1.138
C -2.636 -2.645 0.978
O -4.293 -1.303 0.525
H -4.147 -0.966 3.140
H -2.871 0.181 2.738
H -2.360 -1.383 3.211
H -2.536 -0.562 0.591
H -3.035 -3.375 1.729
H -1.596 -2.566 1.196
H -2.628 -3.133 -0.067
H -4.875 -1.819 1.123

---

3.
Molecular formula: C26H72N6O8
Method: DFT, wB97M-V/def2-TZVPD

Summary:
lowest unoccupied orbital energy	0.491	eV
SMILES	COC[C@H](C)N.COC[C@H](C)N.COC[C@H](C)N.COC[C@H](C)N.COC[C@H](C)N.COC[C@H](C)N.OCCO
HOMO energy	-8.897	eV
HOMO-LUMO gap	0.3450	hartree
charge	0

Cartesian coordinates (Å):
C -15.564 29.839 -14.931
C -16.509 29.805 -13.713
O -15.814 30.157 -12.480
O -16.239 29.467 -15.969
H -14.651 29.280 -14.737
H -15.181 30.847 -15.049
H -16.855 28.778 -13.554
H -17.347 30.527 -13.793
H -14.981 29.666 -12.440
H -16.245 28.522 -15.876
C -11.966 27.574 -10.355
C -12.414 28.470 -11.515
C -11.680 28.330 -12.822
O -12.363 29.180 -13.767
C -11.883 30.530 -13.742
N -13.878 28.308 -11.752
H -12.027 26.487 -10.571
H -12.652 27.746 -9.477
H -10.964 27.750 -10.190
H -12.272 29.459 -11.052
H -11.798 27.368 -13.188
H -10.612 28.501 -12.627
H -11.961 30.972 -12.757
H -12.545 31.166 -14.405
H -10.861 30.611 -14.127
H -14.240 27.844 -10.900
H -14.071 27.511 -12.362
C -14.650 26.599 -16.684
C -15.953 25.778 -16.799
C -17.236 26.634 -16.859
O -17.671 26.764 -15.530
C -18.923 27.395 -15.426
N -15.850 25.032 -18.088
H -13.821 25.947 -16.468
H -14.644 27.250 -15.804
H -14.573 27.386 -17.474
H -15.858 25.141 -15.979
H -17.953 26.084 -17.451
H -17.077 27.601 -17.385
H -18.768 28.407 -15.642
H -19.182 27.223 -14.402
H -19.746 26.989 -16.072
H -15.448 25.492 -18.910
H -16.823 24.726 -18.342
C -19.329 30.088 -10.672
C -18.790 28.619 -10.385
C -19.275 27.604 -11.452
O -20.689 27.426 -11.354
C -21.228 26.468 -12.209
N -17.320 28.748 -10.475
H -18.840 30.849 -9.984
H -20.365 30.066 -10.452
H -19.230 30.442 -11.679
H -19.115 28.262 -9.305
H -18.774 26.641 -11.342
H -19.060 28.008 -12.429
H -20.563 25.615 -12.483
H -21.608 26.860 -13.145
H -22.014 25.990 -11.623
H -17.081 29.450 -11.201
H -16.917 27.812 -10.622
C -9.871 25.418 -17.361
C -10.177 26.835 -17.781
C -11.405 27.453 -17.165
O -11.298 28.858 -17.208
C -12.508 29.428 -16.795
N -8.986 27.590 -17.456
H -9.652 25.277 -16.299
H -9.086 24.910 -17.827
H -10.759 24.811 -17.437
H -10.203 26.918 -18.881
H -11.583 27.148 -16.109
H -12.248 27.043 -17.733
H -13.245 29.374 -17.596
H -12.432 30.498 -16.577
H -12.944 28.935 -15.978
H -9.192 27.915 -16.533
H -9.071 28.446 -18.050
C -12.394 31.231 -6.995
C -11.989 30.604 -8.312
C -11.979 31.665 -9.399
O -13.205 32.300 -9.483
C -14.068 31.696 -10.403
N -10.634 30.136 -8.164
H -12.413 30.538 -6.146
H -13.463 31.490 -7.177
H -11.773 32.133 -6.768
H -12.643 29.759 -8.601
H -11.653 31.287 -10.365
H -11.272 32.434 -9.177
H -14.961 32.331 -10.342
H -14.327 30.728 -10.176
H -13.758 31.772 -11.452
H -10.674 29.394 -7.478
H -10.336 29.761 -9.089
C -11.704 24.467 -13.867
C -12.820 24.518 -12.967
C -13.976 25.305 -13.557
O -14.909 25.609 -12.522
C -16.013 26.362 -12.933
N -13.319 23.252 -12.592
H -11.991 23.985 -14.807
H -10.911 23.944 -13.458
H -11.341 25.483 -14.183
H -12.457 24.997 -12.042
H -14.480 24.738 -14.280
H -13.645 26.305 -13.906
H -15.699 27.140 -13.666
H -16.502 26.819 -12.107
H -16.750 25.727 -13.499
H -14.220 22.983 -13.066
H -13.713 23.276 -11.586

---

4.
Molecular formula: C26H74Ag2N4O10
Method: DFT, wB97M-V/def2-TZVPD

Summary:
lowest unoccupied orbital energy (spin up / spin down)	-9.322 / -11.708	eV
HOMO energy (spin up / spin down)	-15.511 / -15.511	eV
HOMO-LUMO gap (spin up / spin down)	0.2274 / 0.1398	hartree
charge	+3
spin multiplicity	4

Cartesian coordinates (Å):
Ag 17.314 2.852 -11.632
Ag 18.710 6.587 -11.132
C 15.849 5.722 -12.757
O 16.873 5.192 -11.939
H 15.377 5.000 -13.423
H 15.094 6.227 -12.153
H 16.213 6.443 -13.489
C 18.600 8.850 -13.932
O 19.064 8.244 -12.726
H 17.512 8.883 -13.999
H 18.969 9.875 -13.969
H 18.983 8.336 -14.814
C 18.424 4.986 -15.541
C 17.790 4.197 -16.687
C 18.688 2.984 -17.140
O 18.090 2.319 -18.241
C 18.888 1.279 -18.789
N 16.509 3.815 -16.210
H 18.082 6.013 -15.409
H 19.498 5.043 -15.720
H 18.345 4.484 -14.577
H 17.627 4.937 -17.470
H 18.898 2.235 -16.377
H 19.683 3.369 -17.365
H 18.350 0.688 -19.529
H 19.253 0.600 -18.018
H 19.729 1.691 -19.348
H 16.658 3.414 -15.295
H 16.240 3.037 -16.794
C 13.286 5.093 -9.287
C 12.095 4.675 -10.175
C 10.902 5.618 -10.119
O 9.867 4.927 -10.853
C 8.568 5.414 -10.628
N 12.655 4.341 -11.471
H 12.996 5.444 -8.297
H 13.732 5.967 -9.762
H 14.070 4.357 -9.106
H 11.672 3.739 -9.810
H 11.128 6.543 -10.650
H 10.644 5.805 -9.077
H 8.560 6.504 -10.659
H 8.270 5.031 -9.652
H 7.846 5.045 -11.357
H 12.848 5.142 -12.056
H 11.955 3.857 -12.016
C 8.231 4.306 -14.338
C 9.343 3.311 -14.151
C 10.743 3.838 -14.452
O 11.761 2.792 -14.264
C 13.071 3.112 -14.757
N 9.325 2.800 -12.761
H 7.293 3.810 -14.089
H 8.218 4.700 -15.354
H 8.363 5.230 -13.776
H 9.254 2.521 -14.897
H 10.990 4.676 -13.800
H 10.857 4.173 -15.483
H 13.803 2.359 -14.464
H 13.421 4.072 -14.377
H 12.920 3.175 -15.835
H 9.458 3.567 -12.118
H 10.166 2.244 -12.717
C 16.534 5.395 -7.402
C 16.952 6.148 -8.654
C 16.984 7.685 -8.615
O 17.451 8.213 -9.893
C 17.249 9.607 -10.005
N 18.168 5.593 -9.095
H 17.195 5.420 -6.536
H 16.385 4.333 -7.595
H 15.579 5.731 -7.000
H 16.230 5.894 -9.429
H 17.739 8.047 -7.917
H 16.024 8.111 -8.323
H 17.369 10.103 -10.968
H 17.863 10.094 -9.246
H 16.201 9.818 -9.792
H 18.076 4.602 -9.270
H 18.797 5.612 -8.305
C 13.627 0.995 -11.857
C 14.373 1.620 -10.725
O 15.059 2.765 -11.083
H 14.265 0.825 -12.723
H 12.752 1.562 -12.176
H 13.153 0.072 -11.522
H 15.046 0.845 -10.357
H 13.704 1.791 -9.881
H 14.354 3.411 -11.165
C 14.551 9.397 -11.765
C 13.573 8.695 -10.760
O 12.583 9.621 -10.414
H 15.420 8.761 -11.937
H 14.684 10.438 -11.470
H 13.965 9.440 -12.683
H 14.125 8.441 -9.855
H 13.190 7.824 -11.291
H 12.064 9.203 -9.724
C 10.937 7.985 -13.875
C 12.155 7.353 -14.356
O 11.931 6.680 -15.572
H 11.288 8.775 -13.211
H 10.342 7.374 -13.197
H 10.370 8.481 -14.663
H 12.563 6.676 -13.605
H 12.846 8.183 -14.506
H 12.663 6.063 -15.649
C 15.185 7.651 -16.736
C 14.590 6.458 -17.588
O 14.330 5.431 -16.633
H 16.023 7.373 -16.097
H 14.454 8.084 -16.053
H 15.562 8.424 -17.405
H 15.324 6.201 -18.352
H 13.629 6.770 -17.997
H 15.161 5.118 -16.266